Record 1
5 unconnected molecules or ions with the total composition C32H46ClN3O8 at a distorted geometry. Source: the OMol25 dataset; level of theory: ωB97M-V/def2-TZVPD.

Properties
E_LUMO   -0.51 eV
SMILES string   C[C@@H](Cl)Cc1cnc2ccc(-c3ccncc3)cc2n1.CCOC(C)=O.CCOC(C)=O.CCOC(C)=O.CCOC(C)=O
Charge   0
Highest occupied orbital energy   -8.839 eV
E   -2473.218209 Ha

XYZ file:
```
90
Properties=species:S:1:pos:R:3:forces:R:3:mulliken_charge:R:1
C 10.560630 -0.157763 -1.574670 -0.082 0.317 -0.363 -1.05
C 9.870665 1.160265 -2.178030 0.654 0.320 1.785 -0.07
Cl 10.081392 1.296090 -3.993270 -0.222 -0.101 0.943 -0.16
C 8.401617 1.399120 -1.676204 -0.322 -1.152 -0.286 -0.56
C 7.338724 0.343809 -2.203803 -1.396 -0.241 -0.009 0.54
C 7.673403 -0.846177 -3.052907 0.232 -0.006 -0.084 -0.09
N 6.815153 -1.801751 -3.527941 -0.212 3.701 2.758 -0.59
C 5.540511 -1.512615 -3.046121 -2.784 -1.298 -0.366 0.27
C 4.435649 -2.491245 -3.423763 -1.879 1.349 1.378 -0.52
C 3.051360 -2.323711 -2.970119 2.344 1.515 0.467 -0.47
C 2.651847 -1.135001 -2.090078 2.526 -0.100 -0.773 0.42
C 1.195783 -1.019367 -1.601426 -3.143 0.122 1.678 0.34
C 0.752761 -1.394354 -0.208212 -1.270 1.145 -3.033 -0.49
C -0.704304 -1.251360 0.054425 1.598 -0.384 0.649 -0.52
N -1.711001 -0.799458 -0.746630 2.291 -0.320 -1.118 -0.21
C -1.342351 -0.451341 -2.021996 2.273 -0.736 0.783 -0.41
C 0.058668 -0.560648 -2.450819 0.483 -0.113 0.357 -0.50
C 3.706448 -0.194716 -1.747296 -0.665 -1.585 -0.851 -0.40
C 5.138708 -0.363755 -2.209706 -0.770 -0.460 0.086 0.30
N 6.057885 0.586935 -1.782505 1.595 -2.008 -1.701 -0.52
H 10.655164 -0.960544 -2.360149 -0.145 0.774 0.984 0.31
H 11.592482 0.118511 -1.226850 -0.940 -0.353 -0.439 0.34
H 9.998922 -0.542062 -0.668175 0.495 0.424 -1.193 0.26
H 10.488240 2.010915 -1.753024 -0.854 -0.844 -0.747 0.40
H 8.057180 2.453193 -1.868425 0.251 -1.178 -0.109 0.34
H 8.388127 1.274761 -0.547165 0.229 0.172 -1.258 0.27
H 8.754878 -0.977722 -3.339649 -1.453 0.173 0.266 0.10
H 4.686917 -3.382180 -4.056028 -0.127 1.079 0.721 0.35
H 2.249123 -3.060345 -3.223477 0.988 0.710 0.150 0.42
H 1.499288 -1.763628 0.548346 -1.153 0.391 -0.794 0.47
H -1.033704 -1.568213 1.088977 0.334 0.515 -1.252 0.42
H -2.150904 -0.105454 -2.725925 1.109 -0.308 0.881 0.32
H 0.299685 -0.250826 -3.507763 -0.294 -0.396 1.248 0.33
H 3.469983 0.703161 -1.107321 0.415 -1.135 -0.807 0.37
C -4.601147 -0.052990 0.474059 -0.306 0.078 0.048 -0.25
C -5.455869 -0.585942 -0.654402 0.386 0.208 0.144 -0.56
O -6.583383 -1.322190 -0.151204 -0.240 -0.450 -0.255 -0.38
C -7.736953 -0.759660 0.240255 -0.097 0.040 0.286 0.72
C -7.798885 0.736011 0.416054 -0.121 0.387 -0.487 -0.78
O -8.685692 -1.453255 0.512125 0.369 0.005 -0.148 -0.59
H -5.152526 0.644463 1.102652 -0.013 -0.008 -0.165 -0.04
H -3.722944 0.457771 0.082505 -0.077 -0.066 0.068 0.24
H -4.273801 -0.868915 1.122003 0.068 0.014 -0.133 0.25
H -5.778598 0.197418 -1.344240 -0.076 0.011 0.102 0.39
H -4.870386 -1.293978 -1.244505 -0.236 -0.116 0.078 0.24
H -7.627328 0.977419 1.466454 0.003 -0.035 -0.072 0.11
H -8.794062 1.075348 0.127040 -0.019 -0.145 0.232 0.34
H -7.093874 1.285343 -0.202947 0.162 -0.023 0.162 0.31
C -1.017116 -5.033467 3.559513 0.071 -0.084 0.192 -1.05
C -0.411066 -4.666067 2.220742 -0.385 -0.196 0.139 -0.14
O 0.934820 -4.221621 2.363200 0.340 0.565 -0.248 -0.33
C 2.007375 -5.032109 2.433357 0.335 -0.235 0.238 0.75
C 1.796594 -6.510328 2.634009 -0.142 -0.335 -0.459 -0.96
O 3.116337 -4.564527 2.404399 -0.461 0.147 -0.065 -0.57
H -0.485864 -5.863384 4.029016 -0.062 -0.039 -0.084 0.30
H -2.064915 -5.317103 3.443087 0.048 0.037 -0.012 0.37
H -0.955247 -4.189155 4.249541 -0.062 0.012 -0.119 0.31
H -0.483536 -5.476644 1.492116 0.083 -0.032 0.070 0.36
H -0.959651 -3.823030 1.796959 0.212 0.005 -0.012 0.09
H 1.880507 -6.740162 3.697533 -0.004 0.023 -0.075 0.26
H 2.573878 -7.045546 2.088452 0.103 0.128 0.213 0.30
H 0.845759 -6.878710 2.256355 -0.096 0.043 0.176 0.33
C 0.780850 4.489638 -2.700230 -0.026 0.069 0.201 -0.96
C -0.079683 3.953724 -3.825521 0.162 0.178 0.149 -0.43
O -1.201291 3.221668 -3.316198 -0.053 -0.503 -0.276 -0.37
C -2.359067 3.780192 -2.918415 -0.288 0.127 0.351 0.83
C -2.429629 5.274693 -2.742087 -0.084 0.342 -0.459 -1.04
O -3.299946 3.080466 -2.643134 0.439 -0.045 -0.211 -0.56
H 0.230923 5.191118 -2.070393 0.028 0.045 -0.098 0.28
H 1.660433 5.000159 -3.097576 -0.037 -0.044 0.001 0.37
H 1.109498 3.674544 -2.051765 0.017 -0.005 -0.131 0.28
H -0.404832 4.734916 -4.516338 -0.059 0.017 0.102 0.36
H 0.503211 3.243569 -4.415144 -0.234 -0.106 0.075 0.33
H -2.255036 5.517190 -1.692471 -0.013 -0.030 -0.072 0.25
H -3.427915 5.607708 -3.026478 -0.007 -0.138 0.228 0.32
H -1.731070 5.828874 -3.364382 0.146 -0.013 0.141 0.35
C -6.142964 1.522588 6.160897 -0.167 0.007 -0.122 -0.96
C -4.654696 1.739135 5.979731 -0.257 0.044 0.074 -0.41
O -4.228380 1.340771 4.671055 0.428 -0.306 0.037 -0.36
C -4.308972 2.121422 3.576863 -0.160 0.145 -0.360 0.80
C -5.117436 3.391586 3.640379 0.233 0.470 0.230 -0.99
O -3.796853 1.766871 2.546722 0.077 0.051 0.681 -0.57
H -6.726588 2.125842 5.463317 0.039 0.062 0.086 0.27
H -6.448697 1.779193 7.177174 0.031 -0.022 -0.040 0.36
H -6.401714 0.479290 5.968130 0.090 0.037 0.086 0.30
H -4.349177 2.765792 6.193652 -0.063 0.001 -0.098 0.35
H -4.111646 1.103489 6.681565 0.091 -0.028 -0.251 0.31
H -6.119041 3.195391 3.253356 0.068 0.015 0.023 0.19
H -4.631077 4.140225 3.014833 -0.112 -0.196 -0.155 0.33
H -5.190558 3.822433 4.636032 -0.173 -0.108 0.040 0.35
```
Positions in Å, forces in eV/Å.

---

Record 2
A single C25H37N7O3 molecule at a distorted geometry. Source: the OMol25 dataset; level of theory: ωB97M-V/def2-TZVPD.

Properties
E_LUMO   0.51 eV
SMILES string   CCOc1ccc2[nH]c(=O)c(CN(CCN3CCOCC3)Cc3nnnn3C(C)(C)CC)cc2c1
Charge   0
Energy above the lowest of the compared OMol25 structures with the same formula, charge and spin   19.8 kJ/mol
Highest occupied orbital energy   -7.739 eV
E   -1583.820427 Ha

XYZ file:
```
72
Properties=species:S:1:pos:R:3:forces:R:3:mulliken_charge:R:1
C 5.679416 4.876064 1.091018 -0.379 -0.201 -0.157 -1.45
C 4.657115 3.867635 0.590958 0.321 -0.079 0.084 -0.23
O 3.465394 4.570878 0.301849 -0.042 0.197 0.032 -0.43
C 2.387152 3.875721 -0.147367 -0.167 -0.168 -0.099 0.64
C 1.234974 4.644786 -0.385744 0.111 -0.141 0.010 -0.75
C 0.081337 4.062996 -0.846053 0.099 -0.028 0.022 -0.87
C 0.040473 2.687636 -1.085333 0.756 -0.116 0.234 -0.67
N -1.089614 2.076872 -1.560278 -0.390 0.026 -0.108 0.21
C -1.238025 0.732019 -1.780477 0.119 0.430 -0.094 -0.13
O -2.308768 0.295857 -2.192949 -0.142 -0.212 -0.153 -0.76
C -0.061005 -0.077180 -1.498569 0.581 -0.093 -0.105 1.06
C -0.205972 -1.570517 -1.613707 -0.131 0.008 -0.234 -2.04
N -0.677966 -2.218405 -0.395720 -0.132 0.066 0.100 0.23
C 0.291136 -2.267724 0.685457 0.356 -0.389 -0.052 0.07
C 1.436900 -3.239448 0.362535 -0.226 0.186 0.246 -1.62
N 2.536783 -2.572884 -0.320596 0.090 0.033 -0.100 0.58
C 3.286042 -3.407620 -1.245740 0.283 -0.183 0.126 -0.91
C 4.253699 -4.359487 -0.531421 -0.223 0.015 -0.280 -0.61
O 5.148785 -3.642963 0.293541 0.078 0.074 -0.050 -0.43
C 4.449330 -2.872146 1.248455 -0.204 0.237 0.073 -0.72
C 3.468863 -1.901858 0.574584 0.234 -0.181 0.100 -0.85
C -2.009717 -1.832920 0.008433 -0.163 -0.452 -0.120 -1.42
C -2.142887 -0.511913 0.700332 -0.493 0.371 0.279 0.41
N -1.131607 0.215878 1.125307 0.239 -0.722 -0.165 0.33
N -1.642317 1.324520 1.639979 0.414 0.650 0.373 -1.19
N -2.904261 1.315966 1.567287 -0.949 0.543 0.150 -0.32
N -3.284158 0.169224 0.991157 1.321 -0.407 0.069 0.84
C -4.706535 -0.063770 0.750420 -0.711 0.189 -0.138 1.25
C -5.020864 -1.558600 0.766221 0.154 0.181 -0.011 -2.11
C -5.464347 0.618877 1.893088 0.034 0.000 -0.113 -1.71
C -5.031766 0.591860 -0.605522 -0.150 -0.205 -0.043 -0.27
C -6.441124 0.326170 -1.117735 0.174 0.093 0.129 -1.47
C 1.087035 0.501863 -1.079021 -0.411 -0.160 -0.359 0.09
C 1.182231 1.905430 -0.847637 -0.423 0.502 -0.038 0.41
C 2.353247 2.514950 -0.378444 0.128 0.255 0.099 -0.15
H 6.613107 4.372263 1.324060 0.107 -0.032 0.030 0.42
H 5.306268 5.369388 1.984128 0.010 0.050 0.103 0.33
H 5.859884 5.629717 0.329521 0.063 0.073 -0.058 0.33
H 4.467249 3.105734 1.359763 -0.019 0.030 -0.123 0.35
H 5.028899 3.367963 -0.314885 -0.094 -0.004 0.098 0.34
H 1.285477 5.704293 -0.192540 -0.016 0.131 0.019 0.44
H -0.799760 4.662623 -1.020411 -0.095 0.086 -0.012 0.40
H -1.909723 2.649259 -1.725193 0.082 -0.219 -0.010 0.23
H 0.759099 -2.013144 -1.857657 -0.072 0.071 -0.096 0.64
H -0.928632 -1.799493 -2.402757 0.147 0.007 0.008 0.50
H 0.689453 -1.274777 0.926181 0.000 -0.137 0.105 0.03
H -0.236902 -2.637442 1.567542 0.001 0.081 0.051 0.49
H 1.040342 -4.018800 -0.291077 0.018 -0.044 0.053 0.48
H 1.761285 -3.717985 1.297594 -0.001 -0.079 -0.054 0.37
H 2.592319 -3.974683 -1.868725 -0.003 0.011 -0.046 0.49
H 3.867622 -2.738155 -1.888942 0.016 -0.096 -0.055 0.40
H 4.871924 -4.898968 -1.250791 -0.095 -0.042 0.020 0.39
H 3.687882 -5.086216 0.073049 0.057 0.014 -0.047 0.33
H 5.208012 -2.324403 1.809808 -0.098 -0.009 0.047 0.40
H 3.910550 -3.539153 1.939723 0.068 0.052 -0.025 0.33
H 2.910075 -1.351082 1.332259 0.016 0.095 0.018 0.43
H 4.047475 -1.192424 -0.027067 0.020 0.073 0.097 0.44
H -2.391321 -2.616546 0.675384 -0.067 0.097 -0.090 0.59
H -2.627053 -1.807397 -0.893344 -0.023 -0.065 0.131 0.52
H -4.691183 -2.049947 -0.143565 0.019 -0.113 -0.088 0.37
H -4.549968 -2.036401 1.623074 0.019 -0.057 0.078 0.45
H -6.094940 -1.694346 0.857625 -0.069 -0.003 -0.031 0.50
H -6.533771 0.487348 1.759703 -0.107 -0.068 -0.051 0.45
H -5.177923 0.181674 2.847293 0.005 -0.027 0.104 0.44
H -5.234905 1.679829 1.921678 -0.066 0.015 0.037 0.38
H -4.309566 0.241985 -1.346843 -0.007 0.079 0.119 0.23
H -4.887868 1.669418 -0.492692 0.114 0.003 0.004 0.43
H -6.598696 -0.731682 -1.308692 -0.084 -0.118 -0.043 0.30
H -7.192700 0.670908 -0.411738 -0.166 0.007 0.027 0.36
H -6.587098 0.860546 -2.053096 -0.080 0.014 -0.083 0.43
H 1.953686 -0.115539 -0.896157 0.118 -0.156 0.027 0.50
H 3.212410 1.887850 -0.200499 0.128 -0.036 0.031 0.48
```
Positions in Å, forces in eV/Å.

---

Record 3
A single C21H23FN4O2 molecule at a distorted geometry. Source: the OMol25 dataset; level of theory: ωB97M-V/def2-TZVPD.

Properties
E_LUMO   0.72 eV
SMILES string   Fc1ccccc1Cc1noc(CN(Cc2ccccn2)C[C@H]2CCCO2)n1
Charge   0
Energy above the lowest of the compared OMol25 structures with the same formula, charge and spin   1643.4 kJ/mol
Highest occupied orbital energy   -8.078 eV
E   -1282.817402 Ha

XYZ file:
```
51
Properties=species:S:1:pos:R:3:forces:R:3:mulliken_charge:R:1
F -0.968903 -1.657540 -2.074786 2.717 1.340 -5.607 -0.40
C -1.612261 -1.727293 -1.035739 -7.022 2.303 5.513 0.15
C -1.395163 -2.672937 -0.182609 -1.254 -3.233 3.988 0.03
C -2.281899 -2.884871 0.955194 1.987 -0.534 -1.958 -1.19
C -3.291146 -2.081749 1.066543 -4.343 2.494 5.787 -0.37
C -3.557812 -0.944155 0.384222 4.870 -5.997 -2.298 -0.85
C -2.816776 -0.866891 -0.644235 6.759 3.389 -10.480 0.58
C -2.932350 0.406299 -1.908513 2.635 -2.363 5.327 -1.72
C -1.706916 1.176764 -2.090720 2.608 -3.713 4.930 0.83
N -1.368961 1.792961 -3.082493 -2.950 4.442 -7.544 -0.76
O -0.252669 2.614715 -2.835733 -1.475 -1.488 -1.032 -0.16
C 0.104026 2.124226 -1.739343 3.294 -3.857 6.999 0.36
C 1.530955 2.659478 -1.099782 0.242 -8.290 -8.974 -1.48
N 2.266658 1.768772 -0.343358 0.081 1.540 5.870 0.43
C 1.957891 2.059113 1.141999 -2.650 -9.390 -0.714 -1.04
C 0.439033 1.918467 1.378018 4.280 2.737 -0.357 0.79
C -0.141309 0.825738 1.843056 -1.957 -2.531 4.910 0.20
C -1.481379 1.092945 2.320800 3.890 -14.838 2.545 -0.31
C -2.230938 2.005104 2.021774 -7.946 8.756 -1.697 -0.36
C -1.493929 3.007081 1.486860 2.681 5.288 -0.768 -0.38
N -0.142840 3.122193 1.292094 -3.605 -1.701 -0.390 -0.58
C 2.655718 0.454405 -0.528556 4.118 -1.835 -4.288 -1.63
C 1.768219 -0.779141 -0.288370 1.203 2.449 -0.864 2.61
C 2.201413 -1.882147 -1.306018 -4.734 0.346 -0.336 -0.15
C 3.223523 -2.508182 -0.478922 -0.463 -4.642 -4.467 -0.73
C 2.760232 -2.402939 0.826763 -1.085 -0.775 10.651 -0.60
O 1.990522 -1.171386 1.068636 0.152 -1.354 -2.546 -0.33
N -0.633653 1.060165 -1.182532 0.972 5.364 -1.755 0.02
H -0.767559 -3.449011 -0.418978 2.039 -1.543 -0.369 0.69
H -2.314965 -3.598381 1.725519 1.225 -1.408 0.388 0.47
H -3.910591 -1.886481 1.995490 0.675 -2.096 -0.302 0.27
H -4.131979 -0.262804 0.566676 -6.926 7.039 2.520 0.93
H -3.080250 -0.054746 -2.771999 -2.047 -1.804 -3.657 0.54
H -3.592865 0.964371 -1.373177 -2.635 1.900 0.263 0.49
H 1.232204 3.381260 -0.613380 -2.141 7.774 4.768 0.74
H 2.014355 2.846708 -2.096286 0.161 0.598 1.027 0.56
H 2.302153 1.222316 1.982450 0.151 1.645 -2.904 0.25
H 2.255004 2.875509 1.539511 2.194 6.108 1.713 0.65
H 0.390015 -0.065948 2.453156 -1.037 2.043 -2.482 0.01
H -2.062376 0.082221 2.710641 1.817 2.354 -0.190 0.14
H -3.371743 2.296407 2.303658 2.902 -1.365 -0.661 0.26
H -1.865564 4.006423 1.447430 -1.052 0.551 -0.385 0.51
H 2.936460 0.393978 -1.678074 -0.564 0.243 1.732 0.28
H 3.722756 0.255750 -0.093115 -1.806 0.532 -0.170 0.01
H 0.866575 -0.295927 -0.492758 -2.377 -0.455 0.297 -1.44
H 1.256191 -2.735294 -1.387757 2.574 2.597 -0.153 0.12
H 2.451226 -1.425325 -2.324263 -0.315 -1.048 1.512 0.39
H 4.128655 -2.099771 -0.558899 3.671 1.933 -0.518 0.32
H 3.299186 -3.509143 -1.023338 0.389 0.546 1.772 0.40
H 2.073446 -3.136720 1.438415 1.125 0.253 -2.298 0.28
H 3.580400 -2.314576 1.704825 -1.026 -0.306 -2.349 0.22
```
Positions in Å, forces in eV/Å.

---

Record 4
A gas-phase ion, C6H10NO (charge +1) at a distorted geometry. Source: the OMol25 dataset; level of theory: ωB97M-V/def2-TZVPD.

Properties
E_LUMO   -3.09 eV
SMILES string   C[N@@H+]1CC=C[C@@]12CO2
Charge   +1
Energy above the lowest of the compared OMol25 structures with the same formula, charge and spin   276.5 kJ/mol
Highest occupied orbital energy   -14.089 eV
E   -364.241911 Ha

XYZ file:
```
18
Properties=species:S:1:pos:R:3:forces:R:3:mulliken_charge:R:1
C -1.743762 0.650358 -0.372732 -0.522 -3.008 -4.805 -0.97
N -0.576285 -0.287294 -0.126425 -1.448 2.015 3.549 0.06
C -0.558965 -0.550437 1.377894 3.367 -1.223 0.099 -0.74
C 0.837032 -0.113328 1.844114 -1.655 0.452 -1.846 -0.18
C 1.526710 0.330086 0.792297 -2.948 -1.808 0.903 -1.21
C 0.824489 0.181852 -0.479233 0.379 -0.268 -3.048 0.90
C 1.153096 -0.299942 -1.957990 1.586 0.501 2.895 -0.46
O 0.943433 1.056811 -1.559400 -1.257 -0.048 0.273 -0.40
H -1.740145 1.459652 0.209839 0.559 2.927 2.701 0.46
H -1.473978 0.997033 -1.406547 -1.103 -0.076 0.738 0.38
H -2.800813 0.177433 -0.312945 2.196 0.244 -0.192 0.33
H -0.582097 -1.053288 -0.727615 -1.219 -2.147 -0.514 0.38
H -0.607420 -1.553528 1.730750 -0.256 -1.546 -0.946 0.40
H -1.284996 -0.140001 1.990098 -1.938 1.745 0.208 0.38
H 0.995979 -0.180427 2.907032 0.668 0.257 -0.025 0.47
H 2.441324 0.697360 0.818833 4.160 1.607 0.038 0.63
H 2.197510 -0.477943 -2.192726 -0.111 -0.183 0.004 0.31
H 0.448888 -0.894399 -2.535243 -0.457 0.558 -0.030 0.27
```
Positions in Å, forces in eV/Å.

---

no.,orbital gap (eV)
1,8.331
2,8.245
3,8.796
4,11.003